Entry 1:
Here is AgI2 as an isolated structure in a non-equilibrium geometry from OMol25. Energies are from ωB97M-V with the def2-TZVPD basis set.

- total charge = -1
- E_LUMO (eV) = 2.5
- spin multiplicity = 1
- HOMO (eV) = -4.3
- Kohn-Sham gap (eV) = 6.802

Each line ends with the natural charge from an NBO analysis.
Cartesian coordinates (Å):
1 I 0.0727 2.4868 0.2472  -0.88
2 I -0.2858 -1.8564 -1.2694  -0.79
3 Ag 0.2131 -0.6304 1.0222  0.67

***

Entry 2:
Here is C11H22NO6Rb as an isolated structure in a non-equilibrium geometry from OMol25. Energies are from ωB97M-V with the def2-TZVPD basis set.

- total charge = 0
- E_LUMO (eV) = -0.9
- spin multiplicity = 1
- HOMO (eV) = -6.6
- Kohn-Sham gap (eV) = 5.652

Each line ends with the Mulliken charge.
Cartesian coordinates (Å):
1 Rb -18.5348 -16.2845 9.7226  0.91
2 O -15.3945 -19.6184 8.1231  -0.48
3 O -18.6684 -13.6316 8.4589  -0.75
4 O -17.5262 -12.1817 7.1876  -0.71
5 O -17.5392 -18.9211 7.9389  -0.74
6 O -16.2239 -18.1011 9.5317  -0.75
7 O -16.4907 -13.9863 8.0353  -0.46
8 N -21.5410 -22.2824 9.5468  0.10
9 C -17.6205 -13.2156 7.8781  0.68
10 C -21.0903 -22.2182 8.1395  -0.90
11 C -23.0521 -22.3659 9.6539  -0.59
12 C -19.3470 -19.4742 11.0510  -1.25
13 C -20.9088 -23.4473 10.2709  -0.78
14 C -19.6690 -20.8724 10.5387  -0.05
15 C -16.4462 -18.8812 8.5748  0.75
16 C -21.4994 -24.8020 9.9631  -0.79
17 C -23.6046 -23.7287 9.1924  -0.61
18 C -21.1667 -21.0127 10.3087  -0.76
19 C -23.0174 -24.8412 10.0405  -0.69
20 H -21.1790 -25.1105 8.9611  0.33
21 H -21.0444 -25.5069 10.6593  0.40
22 H -23.4548 -21.5705 9.0301  0.45
23 H -24.6832 -23.6120 9.2853  0.40
24 H -21.6980 -20.9716 11.2566  0.25
25 H -21.5247 -21.3520 7.6469  0.33
26 H -23.4117 -25.8175 9.7475  0.37
27 H -19.1426 -21.0432 9.5997  0.31
28 H -21.5136 -23.0826 7.6271  0.44
29 H -15.7911 -20.1942 7.4498  0.30
30 H -23.3473 -24.8366 11.0871  0.34
31 H -19.8323 -23.3947 10.1329  0.47
32 H -19.5491 -19.3241 12.1168  0.39
33 H -18.2755 -19.2524 11.0680  0.44
34 H -19.8426 -18.7191 10.4469  0.06
35 H -23.3381 -23.9368 8.1574  0.29
36 H -21.5358 -20.2222 9.6539  0.45
37 H -19.3755 -21.5873 11.3067  0.29
38 H -23.2760 -22.1840 10.6997  0.41
39 H -21.0816 -23.2563 11.3351  0.47
40 H -20.0122 -22.2943 8.0495  0.37
41 H -15.8450 -13.4388 7.5499  0.29

***

Entry 3:
Here is a 2-piece molecular cluster, CH2N3O2P overall in a non-equilibrium geometry from OMol25. Energies are from ωB97M-V with the def2-TZVPD basis set.

- total charge = 0
- E_LUMO (spin up / spin down) (eV) = -3.6 / -3.6
- spin multiplicity = 1
- HOMO (spin up / spin down) (eV) = -10.0 / -10.0
- Kohn-Sham gap (spin up / spin down) (eV) = 6.427 / 6.426

Each line ends with the natural charge from an NBO analysis.
Cartesian coordinates (Å):
1 P 0.7291 0.2220 -1.1268  0.81
2 O 1.3603 -2.1193 -0.3936  -0.36
3 O 1.5453 -0.6799 1.2158  -0.34
4 N -1.9237 -0.4856 0.0359  -0.71
5 N 0.7788 2.5769 0.5714  -0.20
6 N 1.2881 -1.0146 0.0914  0.31
7 C 0.7768 1.6154 -0.0540  -0.18
8 H -2.0994 0.4064 0.4906  0.33
9 H -2.4552 -0.5214 -0.8307  0.33

***

Entry 4:
Here is a 6-piece molecular cluster, C18H42N6O6 overall in a non-equilibrium geometry from OMol25. Energies are from ωB97M-V with the def2-TZVPD basis set.

- SMILES string = CNC(C)=O.CNC(C)=O.CNC(C)=O.CNC(C)=O.CNC(C)=O.CNC(C)=O
- total charge = 0
- E_LUMO (eV) = 0.2
- spin multiplicity = 1
- HOMO (eV) = -8.8
- Kohn-Sham gap (eV) = 9.040

Each line ends with the Mulliken charge.
Cartesian coordinates (Å):
1 O 2.1730 25.0430 24.1290  -0.70
2 O 6.6690 26.8890 20.2250  -0.73
3 O 6.3990 22.0670 21.2350  -0.67
4 O 1.8410 24.5360 29.1350  -0.66
5 O -1.9120 30.2110 24.7330  -0.64
6 O 2.9200 19.9750 23.2970  -0.63
7 N 5.7330 24.8420 20.4070  -0.03
8 N -1.2450 28.1110 24.9100  -0.20
9 N 1.4190 18.4240 22.6550  -0.27
10 N 6.5820 21.2780 19.1730  -0.17
11 N 3.5230 23.0290 29.1870  -0.26
12 N 3.6380 24.3820 22.5670  0.38
13 C 3.2820 26.7320 22.9400  -1.68
14 C -2.2770 29.0560 25.0000  0.65
15 C 2.9810 25.3380 23.2220  0.92
16 C 0.5250 20.3870 23.5080  -1.50
17 C 3.5040 23.0310 30.7130  -0.90
18 C -3.6910 28.6960 25.1720  -0.89
19 C 5.4800 19.9550 20.7200  -2.06
20 C 1.7240 19.5850 23.1460  0.90
21 C 3.1670 23.1010 22.7680  -1.58
22 C 6.1800 21.2030 20.4440  1.00
23 C 0.0850 28.3390 24.5460  -0.89
24 C 2.6050 23.6330 26.9270  -0.60
25 C 4.5500 24.9980 19.5320  -1.05
26 C 7.3000 22.4760 18.6640  -0.75
27 C 2.6620 23.8610 28.4760  0.59
28 C 2.3100 17.3540 22.1680  -0.72
29 C 7.5470 25.3780 21.9970  -1.32
30 C 6.6630 25.7370 20.8600  0.88
31 H 7.7810 22.9570 19.5200  0.27
32 H 3.6040 22.4980 22.0900  0.52
33 H 6.8080 23.4740 18.4280  0.12
34 H 0.5370 27.6020 25.2430  0.29
35 H -1.5080 27.0730 24.9120  0.25
36 H 3.3640 22.6340 23.6650  0.47
37 H 0.4850 29.2530 24.7510  0.41
38 H 2.5720 22.8890 31.1020  0.32
39 H 2.4440 27.1120 22.3540  0.18
40 H 4.8740 24.6810 18.4960  0.35
41 H 6.2500 19.3340 20.7770  0.62
42 H 2.1630 22.9170 22.5210  0.44
43 H 5.9380 24.0190 20.6520  0.24
44 H -4.4180 28.9790 24.3080  0.26
45 H 4.3000 25.9740 19.3860  0.38
46 H 4.0120 23.9770 31.2910  0.21
47 H 8.4440 26.1570 22.0550  0.27
48 H 2.9790 22.5000 26.7550  0.16
49 H -0.1310 20.3030 22.7440  0.48
50 H 1.6250 23.6670 26.6180  0.30
51 H 5.3400 20.2110 21.6140  0.64
52 H -4.0640 29.0670 26.2340  0.22
53 H -3.8820 27.5750 25.1730  0.27
54 H 1.7480 16.5440 21.4630  0.29
55 H 4.1340 26.6930 22.3850  0.43
56 H 0.5080 17.9650 22.4410  0.28
57 H 2.7610 17.0690 23.0060  0.33
58 H 4.2420 22.3490 28.5430  0.29
59 H 3.1530 24.4260 26.4720  0.14
60 H 4.3120 24.7090 21.8640  -0.10
61 H 0.0100 20.0070 24.4050  0.36
62 H 3.8440 24.1720 19.9470  0.32
63 H 4.0280 22.2010 30.9700  0.40
64 H 7.9790 24.5790 21.8520  0.48
65 H 2.8950 17.8660 21.5830  0.14
66 H 0.2880 28.1100 23.5250  0.26
67 H 7.6650 22.1530 17.6140  0.34
68 H 3.2520 27.1280 23.7850  0.59
69 H 0.6080 21.3030 23.9930  0.36
70 H 6.5050 20.4150 18.6260  0.29
71 H 4.4560 19.8360 20.1720  0.29
72 H 6.8840 25.4540 22.7230  0.40

***

Entry 5:
Here is a 2-piece molecular cluster, C4H14N3 overall in a non-equilibrium geometry from OMol25. Energies are from ωB97M-V with the def2-TZVPD basis set.

- total charge = +1
- E_LUMO (eV) = -3.0
- spin multiplicity = 1
- HOMO (eV) = -14.7
- Kohn-Sham gap (eV) = 11.679

Each line ends with the natural charge from an NBO analysis.
Cartesian coordinates (Å):
1 N -0.4263 -1.9180 -0.4963  -0.75
2 N 1.2628 -0.3636 -0.7291  -0.52
3 N 1.2810 -1.8474 1.0534  -0.83
4 C -1.4640 2.9741 0.6235  -0.61
5 C -1.5185 1.5903 1.3057  -0.61
6 C 0.6874 -1.3368 -0.0623  0.69
7 C 0.6006 0.3834 -1.8050  -0.47
8 H -0.0782 1.1375 -1.4489  0.24
9 H 1.2735 -2.8211 1.3098  0.43
10 H 1.3971 1.0600 -2.1706  0.25
11 H -2.2638 3.0101 -0.1039  0.22
12 H 1.2874 -1.2039 1.8330  0.42
13 H 2.1630 -0.0026 -0.4653  0.44
14 H -1.4136 0.7617 0.6193  0.17
15 H -0.7987 -1.5763 -1.3728  0.41
16 H -0.8111 1.5136 2.1529  0.20
17 H -1.4350 3.6832 1.4390  0.23
18 H 0.3623 -0.2046 -2.6832  0.23
19 H -2.5173 1.4489 1.7723  0.22
20 H -0.5392 3.1979 0.0914  0.19
21 H -1.0769 -2.4920 0.0137  0.44

***

Entry 6:
Here is C32H37AsNO2PS2Se2Si2W as an isolated structure in a non-equilibrium geometry from OMol25. Energies are from ωB97M-V with the def2-TZVPD basis set.

- total charge = 0
- E_LUMO (spin up / spin down) (eV) = -1.6 / -1.5
- spin multiplicity = 1
- HOMO (spin up / spin down) (eV) = -7.2 / -7.2
- Kohn-Sham gap (spin up / spin down) (eV) = 5.600 / 5.750

Each line ends with the Mulliken charge.
Cartesian coordinates (Å):
1 W -0.0171 0.5059 -1.1287  -0.02
2 Se -1.6847 0.7190 -2.7494  -0.37
3 Se 0.5768 2.4467 -0.0057  -0.39
4 As 0.5707 -0.6178 1.1756  0.47
5 S 2.2713 -0.2597 -1.4996  -0.31
6 S 2.8769 3.3536 -4.7956  -0.29
7 P -1.9556 0.5699 0.4187  0.39
8 Si 0.5987 -3.0318 1.4266  0.97
9 Si 2.2132 0.1891 2.7473  0.48
10 O -1.1537 -3.0487 -2.6635  -0.68
11 O -0.3116 -1.5426 -1.2693  1.12
12 N 1.1477 2.3231 -3.1803  0.36
13 C -4.0674 -2.8733 0.6512  -0.59
14 C 2.3424 -3.5518 0.9243  -0.97
15 C -0.5708 -4.1726 0.4788  -1.27
16 C -2.4100 1.6857 2.9242  -0.47
17 C -5.3246 -2.4425 1.0513  -0.64
18 C -2.7026 2.7221 3.7942  -0.72
19 C 3.2476 1.6467 2.1755  -1.08
20 C -2.8177 4.2498 1.9403  -0.64
21 C -2.5148 3.2190 1.0682  -0.34
22 C 1.1469 -2.5020 -2.8904  0.13
23 C -3.2669 -0.6029 0.7241  0.51
24 C 2.2397 -1.7023 -2.5369  0.92
25 C 1.3319 -3.5636 -3.7754  -0.90
26 C -3.0454 -1.9569 0.4879  -0.43
27 C 0.0388 6.1842 -4.2389  -0.41
28 C 3.4643 -1.1821 3.1189  -1.20
29 C 0.2541 -3.2791 3.2705  -1.27
30 C -5.5559 -1.0919 1.2835  -0.64
31 C 0.6918 3.6020 -3.4778  -0.51
32 C -2.3026 1.9274 1.5538  0.57
33 C -4.5377 -0.1705 1.1173  -0.77
34 C -2.9071 4.0043 3.3026  -0.48
35 C 1.5169 4.3290 -4.3447  0.51
36 C 3.4960 -2.0219 -3.0684  -0.97
37 C -0.2300 -2.3609 -2.2987  0.34
38 C 1.2202 0.6465 4.2844  -1.07
39 C 3.6637 -3.0834 -3.9354  -0.66
40 C 1.2003 5.6293 -4.7311  -0.51
41 C 2.2518 2.0828 -3.7978  -0.10
42 C 2.5720 -3.8613 -4.3025  -0.61
43 C -0.4891 4.1788 -2.9959  0.21
44 C -0.8003 5.4625 -3.3821  -0.84
45 H 4.6491 -3.2991 -4.3282  0.40
46 H -0.2307 7.1926 -4.5244  0.37
47 H 3.9784 1.8419 2.9648  0.39
48 H -1.1281 3.5947 -2.3530  0.16
49 H -1.1103 -3.7606 -0.3691  0.28
50 H -1.2833 -4.6260 1.1693  0.40
51 H 2.6707 2.5527 2.0049  0.29
52 H 4.3485 -1.4123 -2.7942  0.51
53 H 3.7901 1.4117 1.2582  0.28
54 H -4.7270 0.8795 1.2959  0.45
55 H 2.6924 -4.6914 -4.9854  0.40
56 H -2.4332 3.4100 0.0054  0.41
57 H 4.0804 -1.3930 2.2444  0.32
58 H 0.5332 -0.1478 4.5816  0.31
59 H 1.8845 0.8493 5.1272  0.41
60 H -1.7127 5.9225 -3.0251  0.40
61 H 2.7802 1.1447 -3.7007  0.30
62 H 3.1511 -3.0649 1.4611  0.21
63 H -2.7692 2.5292 4.8567  0.43
64 H 2.4216 -4.6307 1.0875  0.41
65 H 0.6282 1.5441 4.0948  0.25
66 H -2.0668 -2.2704 0.1655  -0.16
67 H 1.0322 -2.9022 3.9336  0.28
68 H -6.5381 -0.7551 1.5881  0.41
69 H -3.8813 -3.9218 0.4586  0.47
70 H 0.1299 -4.3456 3.4755  0.42
71 H 3.0582 -2.1197 3.4923  0.34
72 H -3.1390 4.8125 3.9839  0.38
73 H 2.4847 -3.3711 -0.1438  0.16
74 H -2.9797 5.2479 1.5554  0.43
75 H 1.8441 6.1841 -5.3998  0.39
76 H -0.6826 -2.7879 3.5458  0.32
77 H 4.1248 -0.7769 3.8917  0.44
78 H -2.2523 0.6838 3.3052  0.52
79 H 0.0529 -4.9735 0.0726  0.50
80 H -6.1277 -3.1565 1.1759  0.39
81 H 0.4588 -4.1523 -4.0231  0.49

***

What electronic energy values result from the calculations? In sequence: -742.49282, -962.62933, -695.15898, -1490.71382, -324.83761, -10269.38901 Eh.
What energy relative to the best compared isomer or geometry (same formula, charge and spin) values result from the calculations? In sequence: 0.0, 0.0, 378.7, 1088.8, 71.5, 243.8 kJ/mol.